*1*
Computed, not measured: 2 unconnected molecules or ions with the total composition CH3FOS, with ωB97M-V/def2-TZVPD.

```
! wB97M-V def2-TZVPD RIJCOSX def2/J DEFGRID3
* xyz 0 1
C -0.9734 0.3893 0.1610
O 1.8101 -1.3633 -0.1595
F 2.9036 -0.6152 -0.0009
S 0.2000 0.0533 -1.1317
H -1.1767 1.4951 0.3352
H -0.7502 -0.0698 1.1008
H -2.0134 0.1106 -0.3049
*
```

Output
**Frontier orbital gap (spin up / spin down)**: 7.3 / 7.3 eV

Here are the Löwdin charges for atoms 1 to 2, given in e: atom 1 (C): -0.522, atom 2 (O): -0.238



*2*
Computed, not measured: a single CH3FOS molecule, with ωB97M-V/def2-TZVPD.

```
! wB97M-V def2-TZVPD RIJCOSX def2/J DEFGRID3
* xyz 0 1
O -0.9267 0.5133 -0.5010
C 0.0557 -0.3339 0.3983
F -0.2313 -1.5350 0.0009
S 1.6547 0.2399 -0.0359
H -1.6069 1.0412 -0.1582
H 0.0265 -0.2872 1.5347
H 1.0280 0.3616 -1.2388
*
```

Output
**Frontier orbital gap**: 10.6 eV

Here are the Löwdin charges for atoms 1 to 2, given in e: atom 1 (O): -0.112, atom 2 (C): -0.780



So which one wins? Going from most stable to least: *2*, *1*.



*1*
Computed, not measured: 13 unconnected molecules or ions with the total composition C5H38N2O12S, with ωB97M-V/def2-TZVPD.

```
! wB97M-V def2-TZVPD RIJCOSX def2/J DEFGRID3
* xyz 0 1
C 0.8469 -1.1158 -0.6686
N -0.0515 -0.0512 -0.3242
C -1.2414 -0.4007 0.4397
C -1.9818 -1.7524 -0.1092
S -2.6030 -2.7126 1.3840
C -2.2485 0.7671 0.3934
N -3.0271 0.7101 1.6741
C 2.1494 -0.5454 -1.2933
H 1.1679 -1.7436 0.2363
H 0.5686 -1.8460 -1.4359
H -0.3759 0.3925 -1.2233
H -1.0496 -0.6161 1.5210
H -2.9061 -1.5102 -0.6695
H -1.3312 -2.3406 -0.7601
H -1.4750 -3.2494 1.8720
H -1.6044 1.7876 0.4117
H -2.9416 0.8067 -0.5425
H -2.4516 0.8245 2.4846
H -3.5549 -0.1415 1.7331
H 2.9864 -1.3624 -1.1468
H 2.5066 0.3797 -0.8228
H 1.9483 -0.3314 -2.3479
H 3.4483 2.6745 -0.5521
H 2.1156 2.5795 -1.3160
O 2.5744 2.4242 -0.4458
H 1.2095 -2.3687 3.0463
H 1.2055 -1.2997 2.0197
O 1.3510 -2.2772 2.1388
H -0.6300 3.0033 3.4781
H 0.0278 2.8802 2.0901
O -0.0668 2.4691 2.9774
H -0.0733 2.7093 -0.1388
H 1.1693 2.8615 0.5983
O 0.3481 3.3211 0.4574
H 1.2328 2.1337 -3.6283
H 0.4103 2.1900 -2.4507
O 1.2636 2.6746 -2.8304
H -0.5788 -1.9265 -2.7194
H -0.5097 -2.3942 -4.2687
O -1.1053 -1.9879 -3.5882
H 4.1852 -0.0328 1.3888
H 3.5778 1.1123 0.8062
O 4.4732 0.7617 0.9665
H -1.7372 2.6757 -2.2385
H -1.8596 1.1682 -2.7869
O -1.2710 1.8694 -2.5182
H 0.3872 -4.5377 0.5071
H 0.9074 -3.3050 0.7222
O 0.6284 -3.8034 -0.0115
H 0.2057 -0.5633 4.2534
H -1.1061 -1.0466 3.8476
O -0.2816 -1.3176 4.1432
H 1.4237 1.2122 2.6594
H 1.4356 0.8356 1.0806
O 1.6472 0.4533 2.0513
H -3.7305 -0.2664 -3.1473
H -2.6557 -0.8394 -3.8563
O -2.9525 0.0079 -3.5412
*
```

Output
**Frontier orbital gap**: 8.8 eV

Here are the Löwdin charges for atoms 1 to 2, given in e: atom 1 (C): -0.312, atom 2 (N): -0.039



*2*
Computed, not measured: 13 unconnected molecules or ions with the total composition C5H38N2O12S, with ωB97M-V/def2-TZVPD.

```
! wB97M-V def2-TZVPD RIJCOSX def2/J DEFGRID3
* xyz 0 1
N 0.0948 -2.1355 -0.3919
C -0.1408 -1.3840 0.8305
C 0.8820 -1.7361 1.9062
C 0.5509 -1.2251 3.3302
S 1.9777 -0.7716 4.3094
C -1.6481 -1.4957 1.2607
N -2.2488 -0.1562 1.2765
C -3.4189 -0.1434 2.1712
H -0.3228 -3.0407 -0.4788
H -0.0433 -1.5298 -1.1907
H -0.0178 -0.3128 0.6240
H 0.8374 -2.8341 1.9117
H 1.9293 -1.4916 1.6940
H -0.0046 -0.3324 3.0386
H -0.2219 -1.7977 3.8361
H 1.8668 0.5323 4.5624
H -2.2515 -2.2691 0.7650
H -1.6943 -2.0290 2.2331
H -1.5635 0.4202 1.7428
H -3.7930 0.8585 2.3779
H -4.2710 -0.4993 1.5503
H -3.3859 -0.8611 2.9990
H -1.7675 0.0614 -2.4376
H -0.3347 0.4450 -2.2424
O -0.8727 -0.2764 -2.6217
H 1.2088 2.2621 -3.5119
H 2.0402 0.9664 -3.9102
O 2.0463 1.9310 -3.8352
H -3.8119 1.1534 -0.8254
H -2.9154 -0.0359 -0.4647
O -3.0663 0.6474 -1.1654
H 3.1518 -1.5066 -3.9549
H 2.8171 -0.6918 -2.7195
O 2.5609 -0.8136 -3.6547
H 0.3235 2.6028 3.8822
H -0.2693 2.0273 2.5030
O 0.2983 1.8809 3.2539
H 3.3154 0.1630 -0.2192
H 2.2526 -0.8613 -0.3673
O 2.9129 -0.3951 -0.8940
H -2.9291 -2.1471 -2.7551
H -1.6655 -2.3080 -1.8967
O -2.4830 -2.7444 -2.1494
H 2.2824 -2.9115 -3.2244
H 1.4466 -4.0933 -2.8769
O 2.3456 -3.7639 -2.7720
H -1.8536 1.9769 -1.3595
H -2.7534 3.0651 -2.0706
O -1.9499 2.9367 -1.5632
H -1.6078 3.3185 0.4320
H -1.1878 4.0874 1.7480
O -1.2149 3.2352 1.3138
H 0.4539 1.8818 -0.7272
H 1.6840 1.4030 -1.5956
O 0.9370 1.1319 -1.0634
H 0.0889 4.1145 -1.3019
H 0.2347 3.5846 0.1127
O 0.7490 3.9367 -0.6345
*
```

Output
**Frontier orbital gap**: 8.5 eV

Here are the Löwdin charges for atoms 1 to 2, given in e: atom 1 (N): 0.063, atom 2 (C): -0.376



So which one wins? Going from most stable to least: *2*, *1*.



*1*
Computed, not measured: a molecular structure, CH2ClNO2, with ωB97M-V/def2-TZVPD.

```
! wB97M-V def2-TZVPD RIJCOSX def2/J DEFGRID3
* xyz 0 1
C 1.3785 0.9770 2.3116
N 0.1982 0.3052 0.1326
O 0.6373 1.8741 2.2816
O 1.1235 -0.2110 1.0084
Cl 2.7163 0.4587 3.1006
H 0.3111 0.0237 -0.8126
H -0.5834 -0.2575 0.4488
*
```

Output
**Frontier orbital gap**: 9.7 eV

Here are the Löwdin charges for atoms 1 to 2, given in e: atom 1 (C): -0.803, atom 2 (N): -0.042



*2*
Computed, not measured: a single CH2ClNO2 molecule, with ωB97M-V/def2-TZVPD.

```
! wB97M-V def2-TZVPD RIJCOSX def2/J DEFGRID3
* xyz 0 1
O 0.3369 1.7352 -0.2486
N -0.3343 0.7478 -0.2254
O -1.5611 0.7036 -0.4565
C 0.2146 -0.5773 0.1912
Cl 1.9735 -0.5540 0.5131
H -0.4953 -0.8863 0.9332
H -0.1342 -1.1691 -0.7070
*
```

Output
**Frontier orbital gap**: 11.4 eV

Here are the Löwdin charges for atoms 1 to 2, given in e: atom 1 (O): 0.081, atom 2 (N): -0.461



So which one wins? Going from most stable to least: *1*, *2*.



*1*
Computed, not measured: 2 unconnected molecules or ions with the total composition C6H10N3O, with ωB97M-V/def2-TZVPD.

```
! wB97M-V def2-TZVPD RIJCOSX def2/J DEFGRID3
* xyz 1 1
C 0.5134 1.9169 -0.0378
C -0.8092 1.5355 -0.1829
C 0.4079 -0.4051 0.1927
C 1.6566 -2.9035 -1.3356
C -1.9199 2.5373 -0.3111
C 1.7296 -2.8662 0.9270
N 1.3467 -2.4267 -2.3444
N -0.8190 0.1623 -0.0329
N 1.2081 0.7005 0.1810
O 1.7362 -3.4744 -0.3204
H 1.0908 2.8466 -0.1315
H -2.7583 2.1373 -0.9316
H -2.3463 2.8605 0.6710
H -1.5226 3.4750 -0.7326
H 1.2726 -1.8130 0.8410
H 2.7773 -3.0254 1.4128
H 0.9635 -3.3675 1.3975
H 1.7927 -2.1274 -3.2238
H -1.6660 -0.3699 -0.2467
H 2.1952 0.5453 0.0445
*
```

Output
**Frontier orbital gap**: 8.6 eV

Here are the Löwdin charges for atoms 1 to 2, given in e: atom 1 (C): -0.022, atom 2 (C): -0.296



*2*
Computed, not measured: 2 unconnected molecules or ions with the total composition C6H10N3O, with ωB97M-V/def2-TZVPD.

```
! wB97M-V def2-TZVPD RIJCOSX def2/J DEFGRID3
* xyz 1 1
C 2.3027 -1.5495 0.6593
C 4.3599 1.0815 0.1482
C -0.0181 0.4712 0.0758
C 1.2938 -1.2163 -0.3270
C -2.2767 1.1923 -0.1535
C -1.9497 -1.1131 0.3371
N 3.4957 0.3248 -0.4229
N 2.5298 -0.3964 0.1266
N -1.2794 0.1350 0.0778
O 0.7188 1.3385 0.2594
H 2.7308 -2.3591 1.3060
H 5.0021 1.6819 -0.5547
H 4.6888 1.0310 1.2002
H 1.3986 -1.8292 -1.2078
H -2.5864 1.0459 -1.1688
H -3.0385 0.9857 0.5560
H -2.0083 2.1992 0.1104
H -1.9742 -1.1969 1.4280
H -2.9228 -1.0399 0.0096
H -1.4844 -1.8649 -0.1784
*
```

Output
**Frontier orbital gap**: 8.7 eV

Here are the Löwdin charges for atoms 1 to 2, given in e: atom 1 (C): 0.086, atom 2 (C): 0.062



*3*
Computed, not measured: 2 unconnected molecules or ions with the total composition C6H10N3O, with ωB97M-V/def2-TZVPD.

```
! wB97M-V def2-TZVPD RIJCOSX def2/J DEFGRID3
* xyz 1 1
C -2.6856 0.1625 -0.0180
C -2.1783 -1.0022 -0.4956
C -1.7466 1.1621 0.3068
C -0.7835 -1.1254 -0.7565
C 1.6101 -0.4099 -0.8041
C -0.3908 1.0356 -0.0089
N 0.1037 -0.1545 -0.5507
N 0.5880 2.0495 0.3833
N 2.0516 -0.9943 1.0638
O 2.3825 0.5034 -0.9212
H -3.6783 0.2216 0.3184
H -2.7487 -1.8853 -0.7785
H -1.9652 2.1125 0.7368
H -0.5815 -1.9193 -1.3571
H 1.7204 -1.4921 -1.2064
H 1.4862 1.9465 -0.0583
H 0.2152 2.9115 0.2646
H 2.8759 -1.4898 0.6989
H 1.5072 -1.5995 1.7468
H 2.2178 -0.0328 1.4359
*
```

Output
**Frontier orbital gap**: 8.9 eV

Here are the Löwdin charges for atoms 1 to 2, given in e: atom 1 (C): 0.002, atom 2 (C): -0.013



So which one wins? Going from most stable to least: *3*, *1*, *2*.



*1*
Computed, not measured: a gas-phase ion, C2H6NO (charge -1), with ωB97M-V/def2-TZVPD.

```
! wB97M-V def2-TZVPD RIJCOSX def2/J DEFGRID3
* xyz -1 1
N -1.0974 0.6295 -0.7421
C 0.2707 0.4252 -0.2160
C 0.4158 -0.7387 0.8202
O 1.7066 -1.0023 1.0812
H -1.0672 1.0676 -1.6552
H -1.5358 -0.2775 -0.8670
H 0.5187 1.3236 0.3692
H 1.0917 0.4769 -0.9419
H -0.2150 -1.5835 0.4220
H -0.0880 -0.3208 1.7297
*
```

Output
**Frontier orbital gap**: 6.7 eV

Here are the Löwdin charges for atoms 1 to 2, given in e: atom 1 (N): -0.056, atom 2 (C): -0.327



*2*
Computed, not measured: 2 unconnected molecules or ions with the total composition C2H6NO, with ωB97M-V/def2-TZVPD.

```
! wB97M-V def2-TZVPD RIJCOSX def2/J DEFGRID3
* xyz -1 1
O -0.1399 1.5628 1.7258
H 0.1266 0.9558 1.0287
C -1.0089 -0.6282 -0.4555
C 1.1539 -0.3725 -1.0686
N -0.0954 -0.9085 -1.3107
H -1.9225 -1.1916 -0.6787
H -0.9432 -0.1013 0.5500
H -0.4409 0.9304 2.3492
H 1.8228 -0.4177 -1.8941
H 1.4474 0.1709 -0.2461
*
```

Output
**Frontier orbital gap**: 5.2 eV

Here are the Löwdin charges for atoms 1 to 2, given in e: atom 1 (O): -0.081, atom 2 (H): -0.031



So which one wins? Going from most stable to least: *1*, *2*.



*1*
Computed, not measured: a single C4H7N5 molecule, with ωB97M-V/def2-TZVPD.

```
! wB97M-V def2-TZVPD RIJCOSX def2/J DEFGRID3
* xyz 0 1
H 3.3449 0.2405 -0.4730
N 2.3236 -0.0130 -0.7990
C 1.8824 -0.8383 0.2554
N 0.7140 -1.6350 0.1343
C -0.3381 -0.9284 0.0247
C -1.6183 -1.5143 -0.1818
N -2.5592 -0.7100 -0.3563
N -2.0262 0.4903 -0.0926
N -0.6863 0.3749 0.0234
C 0.1105 1.5330 0.0959
H 2.4743 -1.3358 1.3147
H -1.5971 -2.6074 -0.6082
H -2.4344 0.9804 0.6035
H -1.0012 2.1446 -0.1772
H 0.8632 1.9323 -0.9078
H 0.5479 1.8862 1.1439
*
```

Output
**Frontier orbital gap**: 9.1 eV

Here are the Löwdin charges for atoms 1 to 2, given in e: atom 1 (H): 0.058, atom 2 (N): 0.012



*2*
Computed, not measured: a molecular structure, C4H7N5, with ωB97M-V/def2-TZVPD.

```
! wB97M-V def2-TZVPD RIJCOSX def2/J DEFGRID3
* xyz 0 1
C 1.4201 0.1072 1.0976
C 0.8059 1.2564 1.2037
C -0.6210 1.1625 0.6411
C -0.5959 -0.0312 -1.7437
H -0.0161 -2.5855 -0.0287
H -0.1250 -1.7638 1.2820
H 2.4476 -0.2482 1.3381
H 0.8002 2.1751 1.6972
H -2.2324 1.2547 0.1192
H -1.2802 1.0212 -2.3994
H 0.5548 -1.8711 -1.8235
N 0.6191 -1.9574 0.5609
N 0.8228 -0.6465 0.2120
N -1.6556 1.8876 0.6279
N -0.5409 -0.0665 -0.0688
N -0.1315 -1.0676 -2.3858
*
```

Output
**Frontier orbital gap**: 9.5 eV

Here are the Löwdin charges for atoms 1 to 2, given in e: atom 1 (C): -0.149, atom 2 (C): 0.014



So which one wins? Going from most stable to least: *1*, *2*.